Entry from OMol25: an isolated ion of composition C2H8N3 and charge +1 at a distorted geometry (wB97M-V/def2-TZVPD).

Geometry as XYZ:
```
13
Properties=species:S:1:pos:R:3:nbo_charge:R:1
H -2.07435 -1.70220 0.11451 0.3690
N -1.95332 -0.67626 -0.05502 -0.3187
N -0.81843 -0.22188 0.04519 0.2310
C -0.72506 1.27952 -0.06601 -0.4567
N 0.26293 -0.86547 0.23974 -0.3273
C 1.59801 -0.29095 0.09256 -0.4452
H 0.22669 1.74307 0.30813 0.2581
H -1.77157 1.46160 0.22854 0.2883
H -0.59309 1.43919 -1.13463 0.2528
H 0.14630 -1.88405 0.28280 0.4186
H 1.63300 0.73688 0.65440 0.2334
H 2.35943 -1.09188 0.20525 0.2753
H 1.70945 0.07245 -0.91546 0.2213
```

The molar mass is 74.11 g mol⁻¹. The LUMO energy comes out at -4.770 eV. The SMILES is [H]/N=[N+](/C)NC. As for the energy relative to the best compared isomer or geometry (same formula, charge and spin): 4.6713 eV. Its charge is +1.